{"formula": "C33H67F3O7P", "method": "ωB97M-V with the def2-TZVPD basis set", "elements": ["C", "O", "C", "C", "C", "C", "C", "C", "C", "C", "C", "C", "C", "P", "C", "C", "C", "C", "C", "O", "C", "O", "C", "C", "C", "F", "F", "F", "O", "H", "H", "H", "H", "H", "H", "H", "H", "H", "H", "H", "H", "H", "H", "H", "H", "H", "H", "H", "H", "H", "H", "H", "H", "H", "H", "H", "H", "H", "H", "H", "H", "H", "H", "H", "H", "H", "H", "H", "H", "H", "H", "H", "C", "C", "C", "O", "C", "H", "H", "H", "H", "H", "H", "H", "H", "C", "C", "C", "O", "C", "H", "H", "H", "H", "H", "H", "H", "H", "C", "C", "C", "O", "C", "H", "H", "H", "H", "H", "H", "H", "H"], "xyz": [[1.469, -0.844, 3.999], [0.283, -0.475, 4.816], [-0.533, 0.528, 4.111], [-2.088, 0.464, 4.645], [-3.144, 1.321, 3.681], [-2.574, 2.790, 3.227], [-3.682, 3.738, 2.445], [-3.093, 4.063, 0.950], [-4.001, 3.503, -0.294], [-4.592, 1.986, -0.099], [-4.027, 0.899, -1.231], [-3.217, -0.287, -0.409], [-1.927, -0.902, -1.273], [-0.260, -0.080, -0.831], [0.492, -1.587, 0.146], [2.123, -1.621, -0.015], [2.932, -0.518, 0.891], [4.128, 0.108, -0.060], [4.356, 1.742, 0.191], [5.768, 2.017, -0.130], [6.076, 3.449, 0.079], [0.248, -0.598, -2.417], [0.963, 0.631, -2.886], [0.290, 2.010, -2.230], [-0.081, 3.018, -3.494], [-0.692, 4.239, -2.854], [1.116, 3.509, -4.227], [-1.067, 2.351, -4.380], [-0.851, 1.495, -1.404], [2.316, -1.298, 4.706], [1.901, 0.119, 3.455], [1.211, -1.717, 3.233], [-0.034, 1.580, 4.309], [-0.448, 0.305, 2.955], [-2.085, 0.916, 5.742], [-2.389, -0.683, 4.733], [-4.110, 1.499, 4.353], [-3.410, 0.600, 2.793], [-1.575, 2.654, 2.619], [-2.298, 3.365, 4.234], [-4.761, 3.230, 2.411], [-3.839, 4.733, 3.083], [-3.085, 5.252, 0.849], [-1.990, 3.720, 0.762], [-4.840, 4.294, -0.604], [-3.275, 3.458, -1.240], [-4.377, 1.495, 0.941], [-5.764, 2.051, -0.298], [-3.376, 1.412, -2.057], [-4.932, 0.370, -1.796], [-4.006, -1.130, -0.137], [-2.758, 0.072, 0.613], [-1.909, -2.059, -1.011], [-2.200, -0.815, -2.411], [-0.605, 0.397, 0.487], [1.002, 0.621, -0.772], [0.079, -2.619, -0.220], [0.211, -1.505, 1.297], [2.349, -1.522, -1.175], [2.477, -2.716, 0.279], [3.355, -1.053, 1.854], [2.236, 0.361, 1.302], [5.184, -0.408, 0.115], [3.903, 0.009, -1.224], [4.123, 2.055, 1.298], [3.655, 2.352, -0.543], [5.450, 4.176, -0.600], [5.954, 3.765, 1.216], [7.219, 3.667, -0.181], [0.864, 0.505, -4.063], [2.114, 0.491, -2.650], [1.040, 2.697, -1.607], [-2.516, -4.806, -4.747], [-2.719, -5.949, -3.787], [-2.396, -5.307, -2.456], [-2.755, -3.923, -2.563], [-3.014, -3.625, -3.942], [-3.044, -4.929, -5.695], [-1.447, -4.687, -4.962], [-3.768, -6.266, -3.804], [-2.095, -6.821, -4.003], [-1.323, -5.358, -2.239], [-2.941, -5.765, -1.626], [-4.095, -3.494, -4.059], [-2.517, -2.690, -4.217], [4.342, 3.530, -5.434], [4.476, 2.824, -6.759], [5.683, 1.941, -6.526], [5.694, 1.611, -5.130], [4.744, 2.449, -4.456], [3.340, 3.924, -5.246], [5.053, 4.363, -5.384], [3.590, 2.205, -6.940], [4.601, 3.501, -7.608], [6.614, 2.473, -6.751], [5.653, 1.024, -7.121], [3.887, 1.825, -4.179], [5.191, 2.853, -3.544], [-0.355, -3.831, 7.459], [-0.214, -4.859, 6.366], [-1.562, -4.783, 5.684], [-2.028, -3.435, 5.832], [-1.191, -2.766, 6.785], [0.600, -3.452, 7.831], [-0.907, -4.261, 8.303], [0.575, -4.553, 5.669], [0.023, -5.861, 6.732], [-2.290, -5.443, 6.167], [-1.510, -5.040, 4.622], [-0.562, -2.056, 6.237], [-1.811, -2.208, 7.493]], "e_lumo_ev": 2.61, "total_charge": -1, "e_tot_ev": -67069.160, "gap_ev": 7.6}


{"formula": "C3H5NOS2", "method": "ωB97M-V with the def2-TZVPD basis set", "elements": ["O", "C", "N", "C", "C", "S", "S", "H", "H", "H", "H", "H"], "xyz": [[1.221, 1.547, 0.340], [1.115, 1.068, -0.808], [0.122, 0.181, -1.102], [-0.917, -0.084, -0.088], [-0.556, -1.213, 0.811], [-1.138, -2.723, 0.621], [0.633, -0.846, 2.026], [1.729, 1.465, -1.625], [0.162, -0.416, -1.906], [-1.167, 0.869, 0.345], [-1.842, -0.369, -0.667], [0.637, 0.521, 2.053]], "e_lumo_ev": -0.38, "e_tot_ev": -28399.544, "gap_ev": 8.6, "de_lowest_kcal_mol": 15.8}


{"formula": "C34H49Cl2MoN2O2P3", "method": "ωB97M-V with the def2-TZVPD basis set", "elements": ["P", "C", "C", "H", "C", "H", "C", "H", "C", "H", "C", "H", "C", "C", "H", "C", "H", "C", "H", "C", "H", "C", "H", "C", "C", "H", "C", "H", "C", "H", "C", "H", "C", "H", "Mo", "C", "C", "H", "C", "O", "H", "C", "H", "C", "Cl", "Cl", "P", "C", "H", "H", "H", "C", "H", "H", "H", "C", "H", "H", "H", "P", "C", "C", "H", "H", "H", "H", "H", "H", "C", "H", "H", "H", "H", "C", "N", "C", "C", "O", "N", "C", "C", "H", "H", "H", "H", "H", "H", "H", "H", "H", "H", "H", "H"], "xyz": [[2.166, -1.657, -2.570], [1.986, -2.131, -4.332], [2.826, -1.673, -5.360], [3.623, -0.958, -5.144], [2.650, -2.144, -6.665], [3.321, -1.799, -7.452], [1.625, -3.050, -6.957], [1.502, -3.426, -7.973], [0.753, -3.467, -5.942], [-0.057, -4.160, -6.169], [0.919, -3.002, -4.640], [0.238, -3.312, -3.845], [3.404, -0.305, -2.667], [2.906, 0.986, -2.944], [1.829, 1.133, -3.049], [3.789, 2.054, -3.106], [3.399, 3.043, -3.347], [5.167, 1.856, -2.967], [5.856, 2.691, -3.106], [5.660, 0.589, -2.644], [6.730, 0.428, -2.518], [4.783, -0.492, -2.483], [5.176, -1.475, -2.224], [3.166, -3.045, -1.908], [3.789, -4.015, -2.712], [3.661, -3.998, -3.795], [4.587, -5.000, -2.119], [5.080, -5.738, -2.753], [4.751, -5.038, -0.731], [5.390, -5.796, -0.276], [4.087, -4.104, 0.074], [4.197, -4.141, 1.159], [3.286, -3.122, -0.504], [2.750, -2.403, 0.123], [-2.415, 1.144, 0.477], [-1.225, 2.188, 1.914], [0.129, 2.093, 1.831], [-1.661, 2.753, 2.747], [0.686, 1.210, 0.723], [1.455, 0.143, 1.338], [1.726, -0.496, 0.650], [-0.477, 0.676, -0.018], [1.322, 1.812, 0.040], [-1.221, -0.279, -0.512], [-3.975, 1.266, 2.302], [-4.095, 0.056, -0.841], [-2.738, 3.037, -0.827], [-4.516, 3.448, -0.845], [-4.835, 3.732, 0.164], [-5.087, 2.568, -1.162], [-4.681, 4.281, -1.542], [-1.941, 4.610, -0.424], [-0.852, 4.486, -0.409], [-2.263, 4.948, 0.569], [-2.209, 5.369, -1.172], [-2.369, 2.748, -2.582], [-2.924, 1.870, -2.933], [-1.295, 2.566, -2.710], [-2.663, 3.635, -3.162], [1.253, 2.896, 3.010], [0.314, 4.006, 4.041], [2.487, 3.777, 2.057], [-0.383, 3.441, 4.674], [-0.246, 4.725, 3.431], [1.015, 4.554, 4.686], [3.002, 3.078, 1.383], [3.213, 4.225, 2.750], [2.007, 4.570, 1.467], [2.023, 1.618, 3.994], [1.278, 1.177, 4.669], [2.837, 2.063, 4.584], [2.410, 0.838, 3.327], [-1.187, -1.166, -1.122], [-1.826, -0.998, 4.065], [-3.208, -1.402, 4.217], [-3.848, -0.988, 5.448], [-3.878, -1.873, 3.103], [-3.257, -2.154, 2.063], [-5.282, -1.932, 3.119], [-6.129, -2.509, 4.135], [-5.870, -1.966, 1.807], [-1.220, -1.472, 4.852], [-1.724, 0.096, 4.150], [-1.454, -1.304, 3.081], [-4.764, -0.424, 5.260], [-4.073, -1.862, 6.083], [-3.145, -0.349, 5.996], [-7.109, -2.012, 4.071], [-6.319, -3.582, 3.957], [-5.733, -2.370, 5.139], [-5.666, -1.012, 1.306], [-5.444, -2.771, 1.202], [-6.948, -2.107, 1.924]], "e_lumo_ev": [-5.62, -9.09], "total_charge": 2, "e_tot_ev": -97880.046, "gap_ev": [5.9, 2.5], "multiplicity": 3}


{"formula": "CH11O4S", "method": "ωB97M-V with the def2-TZVPD basis set", "elements": ["C", "S", "H", "H", "H", "H", "H", "O", "H", "H", "O", "H", "H", "O", "H", "H", "O"], "xyz": [[1.880, 0.706, -2.327], [0.731, 0.921, -0.911], [2.602, 1.538, -2.509], [2.464, -0.176, -2.026], [1.396, 0.419, -3.272], [1.246, -0.250, 1.140], [1.380, 0.286, 2.618], [1.621, -0.446, 2.027], [-2.348, -5.373, -3.377], [-3.665, -4.997, -3.826], [-3.061, -5.751, -3.918], [-0.758, 2.180, 4.697], [-0.031, 2.387, 3.463], [0.151, 2.131, 4.382], [-0.852, 1.433, 1.532], [-1.435, 2.727, 0.728], [-1.322, 2.265, 1.580]], "e_lumo_ev": 2.85, "total_charge": -1, "e_tot_ev": -20241.756, "gap_ev": 5.8, "de_lowest_kcal_mol": 26.9}


{"formula": "C38H37NO3P", "method": "ωB97M-V with the def2-TZVPD basis set", "elements": ["C", "O", "C", "C", "C", "C", "P", "C", "C", "C", "C", "O", "C", "C", "C", "C", "C", "C", "C", "O", "C", "C", "C", "C", "C", "H", "H", "H", "H", "H", "H", "H", "H", "H", "H", "H", "H", "H", "H", "H", "H", "H", "H", "H", "H", "H", "C", "N", "C", "C", "C", "C", "C", "C", "C", "C", "C", "C", "C", "C", "C", "C", "C", "C", "H", "H", "H", "H", "H", "H", "H", "H", "H", "H", "H", "H", "H", "H", "H", "H"], "xyz": [[3.981, 1.762, -3.466], [2.569, 1.830, -3.756], [1.710, 1.094, -2.997], [0.357, 1.100, -3.397], [-0.561, 0.306, -2.739], [-0.161, -0.530, -1.680], [-1.258, -1.713, -0.831], [-2.856, -1.392, -1.708], [-3.317, -2.108, -2.830], [-4.463, -1.718, -3.501], [-5.203, -0.603, -3.050], [-6.274, -0.234, -3.808], [-7.021, 0.944, -3.438], [-4.793, 0.079, -1.875], [-3.643, -0.327, -1.218], [-0.783, -3.290, -1.684], [-1.403, -4.477, -1.238], [-1.201, -5.686, -1.888], [-0.344, -5.733, -3.017], [-0.134, -6.851, -3.768], [-0.850, -8.064, -3.454], [0.329, -4.560, -3.428], [0.117, -3.366, -2.763], [1.177, -0.474, -1.234], [2.112, 0.320, -1.878], [4.431, 2.421, -4.208], [4.192, 2.127, -2.451], [4.363, 0.737, -3.585], [0.070, 1.718, -4.243], [-1.597, 0.319, -3.070], [-2.772, -2.975, -3.197], [-4.802, -2.244, -4.390], [-7.804, 1.009, -4.195], [-7.468, 0.833, -2.440], [-6.390, 1.843, -3.469], [-5.372, 0.930, -1.508], [-3.336, 0.194, -0.312], [-2.071, -4.444, -0.379], [-1.712, -6.591, -1.550], [-0.498, -8.780, -4.197], [-0.606, -8.420, -2.443], [-1.936, -7.924, -3.552], [0.997, -4.619, -4.284], [0.644, -2.478, -3.108], [1.489, -1.075, -0.380], [3.153, 0.329, -1.544], [-1.836, 5.353, 2.112], [-0.753, 4.451, 2.458], [-0.381, 3.362, 1.740], [0.645, 2.659, 2.434], [1.179, 1.429, 2.043], [2.340, 0.837, 2.642], [3.503, 1.584, 2.989], [4.569, 0.985, 3.648], [4.511, -0.364, 4.022], [5.626, -0.981, 4.808], [3.394, -1.124, 3.647], [2.354, -0.554, 2.930], [0.890, 3.436, 3.668], [1.628, 3.253, 4.831], [1.543, 4.206, 5.866], [0.657, 5.292, 5.788], [-0.146, 5.463, 4.650], [0.012, 4.545, 3.624], [-1.927, 6.108, 2.896], [-1.639, 5.851, 1.154], [-2.786, 4.807, 2.029], [-0.849, 3.107, 0.793], [0.645, 0.877, 1.273], [3.544, 2.648, 2.739], [5.456, 1.572, 3.904], [5.462, -2.058, 4.923], [6.596, -0.833, 4.315], [5.708, -0.545, 5.813], [3.358, -2.180, 3.926], [1.491, -1.152, 2.626], [2.264, 2.378, 4.938], [2.171, 4.095, 6.753], [0.581, 6.005, 6.612], [-0.870, 6.270, 4.557]], "e_lumo_ev": -4.73, "total_charge": 1, "e_tot_ev": -56920.542, "gap_ev": 4.7}